Entry 1:
96
Properties=species:S:1:pos:R:3:forces:R:3 method="wB97M-V/def2-TZVPD" lumo_ev=-0.07 total_charge=0 e_above_lowest_kj_mol=36.5 total_energy_ev=-282517.8252 homo_energy_ha=-0.2155
I 0.492 -3.835 -1.485 0.075 0.071 -0.146
Br -2.726 4.189 -1.767 -0.005 -0.085 0.001
Br -1.880 7.050 3.002 0.025 -0.021 -0.045
Ge 0.856 0.390 5.926 -0.132 0.022 -0.009
S -1.438 -1.207 1.357 0.380 -0.184 -0.209
P -0.801 -0.919 -2.631 0.029 0.163 -0.300
Mg 0.010 0.806 0.738 0.172 -0.551 -0.193
O -1.168 1.996 -0.214 -0.385 0.104 -0.014
N -3.429 0.498 0.826 0.359 0.562 -0.663
N 2.150 -0.617 0.856 -0.525 0.224 0.025
N 0.058 2.170 2.129 0.407 -0.079 0.561
N -4.007 -1.646 1.376 -0.073 0.045 -0.088
C -0.003 0.732 -2.824 0.252 -0.195 0.323
C -0.866 -1.099 -5.387 0.060 -0.248 0.141
C 1.662 2.198 -1.825 0.099 -0.105 0.083
C -3.053 -0.726 1.137 0.001 -0.185 0.284
C 0.676 -2.193 -6.838 -0.037 0.052 -0.080
C -0.827 4.420 2.504 -0.006 -0.134 -0.161
C -4.548 0.672 -3.345 -0.100 -0.010 0.024
C -5.334 -0.472 -3.367 0.002 0.040 -0.079
C -0.401 -1.377 -6.678 0.022 0.007 -0.153
C -3.177 0.573 -3.152 0.016 -0.068 0.097
C 1.373 3.169 -2.767 0.108 0.030 -0.008
C -3.370 -1.819 -3.029 -0.013 0.059 -0.018
C 1.277 -2.826 -5.729 -0.084 0.044 0.284
C 2.757 -2.533 2.159 0.001 -0.040 -0.006
C 2.688 1.132 6.052 -0.299 -0.113 -0.045
C 0.751 -2.624 -4.408 0.023 0.000 -0.208
C 0.982 0.990 -1.858 -0.275 0.209 -0.458
C -4.740 -1.720 -3.211 0.046 -0.079 0.075
C 0.425 3.351 4.277 0.250 -0.095 0.029
C 0.432 2.912 -3.749 -0.080 0.059 -0.129
C -2.123 5.431 0.709 0.046 0.043 0.011
C 4.309 -4.317 1.269 -0.021 0.014 0.013
C -1.571 5.472 1.967 -0.049 0.137 0.017
C 3.606 -2.999 1.162 -0.036 0.159 -0.103
C -2.575 -0.672 -3.012 0.046 0.127 0.348
C 2.999 -1.040 -0.083 0.139 0.009 -0.070
C 1.344 -3.436 -3.386 -0.065 -0.015 0.216
C -1.256 3.162 0.441 -0.242 -0.088 -0.162
C -0.302 -1.658 -4.262 0.014 -0.083 0.028
C 0.585 2.080 3.488 -0.247 0.071 -0.030
C -0.205 0.968 7.491 0.163 -0.168 -0.175
C 0.992 -1.584 5.881 -0.051 0.226 0.111
C -0.649 3.254 1.732 -0.130 0.412 0.079
C 3.736 -2.203 0.028 0.022 -0.025 0.082
C 2.060 -1.354 1.966 -0.056 -0.027 0.076
C -1.941 4.265 -0.034 0.005 -0.143 -0.003
C -0.095 0.932 4.265 0.389 0.052 0.225
C -0.249 1.705 -3.786 0.058 0.032 0.082
C 2.402 -3.653 -5.947 0.137 -0.033 0.018
C 2.457 -4.196 -3.628 -0.040 0.095 0.150
C -0.227 4.420 3.828 0.007 -0.043 0.024
C 3.021 -4.278 -4.910 0.018 -0.044 -0.179
H -0.990 1.552 -4.558 0.059 -0.059 -0.024
H 4.585 -4.542 2.298 -0.027 -0.017 0.011
H 1.656 -1.907 5.078 0.038 0.036 -0.015
H -4.399 0.682 0.622 0.027 0.070 0.018
H 3.200 0.695 6.910 -0.012 -0.024 0.016
H -0.334 5.306 4.439 0.014 -0.034 0.058
H -0.877 -0.911 -7.531 0.014 -0.007 -0.015
H -1.191 0.503 7.459 -0.013 -0.007 -0.023
H 1.094 -2.375 -7.820 -0.004 -0.021 -0.010
H -2.576 1.468 -3.079 -0.080 0.099 0.052
H 3.102 -0.423 -0.969 -0.042 -0.038 0.012
H -4.953 -1.491 1.071 -0.027 -0.011 0.040
H 2.893 -4.775 -2.825 -0.049 -0.041 0.003
H 5.206 -4.339 0.653 -0.001 -0.005 -0.011
H 0.220 3.663 -4.499 -0.030 0.025 0.021
H 3.267 0.905 5.156 -0.001 -0.015 -0.014
H -0.181 0.056 3.617 -0.036 -0.029 0.047
H 4.393 -2.497 -0.780 0.008 0.021 -0.015
H -5.345 -2.619 -3.216 -0.011 0.031 -0.030
H 2.407 2.382 -1.058 -0.005 0.014 0.013
H 2.619 -3.095 3.074 -0.009 0.029 0.024
H 1.226 0.220 -1.134 -0.088 -0.089 -0.148
H -4.995 1.650 -3.474 -0.031 -0.025 0.052
H -1.114 1.235 4.517 -0.027 -0.036 -0.021
H 1.660 1.840 3.419 -0.044 0.031 0.060
H 0.009 -2.020 5.701 -0.018 -0.003 0.003
H -2.719 1.153 0.430 -0.189 -0.227 0.196
H 1.888 4.121 -2.746 -0.008 0.012 0.025
H 2.765 -3.772 -6.960 0.015 0.039 -0.011
H 3.902 -4.886 -5.068 0.001 -0.010 -0.012
H 2.671 2.213 6.182 -0.005 0.009 -0.012
H -1.696 -0.414 -5.277 0.014 0.019 0.004
H 0.850 3.332 5.275 0.009 0.190 0.018
H 0.270 0.688 8.431 0.043 -0.005 -0.003
H -0.344 2.049 7.482 0.031 0.016 -0.042
H -2.685 6.259 0.305 0.004 0.015 0.029
H -3.713 -2.589 1.553 0.007 -0.015 -0.007
H -2.906 -2.791 -2.892 -0.034 -0.018 -0.023
H 3.636 -5.102 0.916 0.043 -0.049 0.022
H -6.405 -0.398 -3.510 0.019 0.020 -0.009
H 1.388 -0.978 2.729 0.008 -0.088 0.042
H 1.378 -1.980 6.821 0.016 -0.009 0.008

=====

Entry 2:
2
Properties=species:S:1:pos:R:3:forces:R:3 method="wB97M-V/def2-TZVPD" lumo_ev="-24.44 / -23.49" total_charge=+3 multiplicity=4 total_energy_ev=-95680.8431 s2=4.0594 homo_energy_ha="-1.1376 / -1.1463"
Br -0.687 1.078 0.007 -0.002 -0.001 0.001
V 0.687 -1.078 -0.007 0.002 0.001 -0.001